Molecular formula: C21H17N4O9
Method: DFT, the ωB97M-V functional and the def2-TZVPD basis

Structure (XYZ):
```
51
Properties=species:S:1:pos:R:3:forces:R:3:mulliken_charge:R:1
N 4.5576 0.6826 0.4272 -1.72 0.08 1.37 -0.545
C 3.6266 0.7258 1.1311 1.78 0.60 -1.34 0.037
C 2.4685 0.7662 1.9672 -0.71 0.80 0.74 0.420
C 1.5878 1.8346 2.1078 0.92 -0.63 -0.35 -0.311
C 0.3328 1.6628 2.7497 0.11 -2.09 0.61 -0.339
N -0.6747 2.6765 2.6235 -2.50 2.39 0.49 1.108
O -0.4057 3.7350 2.0077 0.04 -2.01 1.33 -0.667
O -1.8007 2.4752 3.1423 2.64 0.18 -0.91 -0.576
C -0.0459 0.4330 3.3105 -0.64 1.73 -0.11 -0.106
C 0.8404 -0.6192 3.1841 0.61 -2.14 -0.51 -0.082
N 0.5671 -1.9935 3.1992 0.41 1.44 -0.68 0.861
O -0.3816 -2.6541 3.5699 1.25 0.47 -0.38 -0.633
O 1.6473 -2.5890 2.4847 -0.17 0.20 1.19 -0.181
N 2.6201 -1.6487 2.1277 -1.89 0.63 1.02 -0.687
C 2.0852 -0.4850 2.5347 0.19 -1.41 -1.62 0.401
H 1.8258 2.8057 1.6861 -0.14 -0.21 -0.12 0.579
H -0.9996 0.2877 3.8016 -0.21 0.09 -0.35 0.539
C -2.0344 -4.5179 0.8977 -0.12 -0.28 0.13 -1.271
C -1.2722 -3.3911 0.2665 -0.27 0.69 0.46 -0.069
O -2.0156 -2.1916 0.6316 0.76 -0.89 -0.77 -0.283
C -1.2888 -1.0595 0.5862 -0.11 1.37 0.92 -0.063
C -2.1317 0.1180 0.8916 0.52 -0.01 -0.29 1.162
C -3.2681 0.0097 1.7924 0.16 -0.28 -0.25 0.190
C -4.4163 0.9852 1.6401 -0.84 -0.05 0.39 0.637
C -4.8037 1.5293 0.4087 -0.51 -0.09 0.12 -0.124
C -5.8350 2.4714 0.3284 0.18 -0.31 0.36 -0.798
C -6.4858 2.8898 1.4957 0.14 -0.14 -0.02 -0.353
C -6.1690 2.2852 2.7178 -0.05 -0.15 -0.18 -0.510
C -5.1834 1.2946 2.7761 0.27 0.36 -0.32 -0.603
O -3.3107 -0.8351 2.6934 -0.20 0.36 -0.15 -0.799
C -1.7551 1.4002 0.3302 -1.22 -0.10 -0.12 0.272
O -2.4625 2.4090 0.2443 0.99 -0.51 0.12 -0.735
O -0.4909 1.4204 -0.1598 -0.07 1.08 -0.42 -0.134
C -0.1939 2.6611 -0.8516 -0.03 -0.42 0.40 -0.229
C 1.0936 2.3832 -1.5630 0.38 -0.02 -0.43 -1.058
O -0.0848 -1.0530 0.3480 -0.50 -0.51 -0.04 -0.707
H -1.5539 -5.4710 0.6772 -0.04 -0.10 -0.08 0.420
H -2.0470 -4.3912 1.9854 -0.08 0.03 -0.19 0.252
H -3.0623 -4.5290 0.5244 0.09 -0.10 0.11 0.307
H -0.2580 -3.3087 0.6689 -0.14 -0.06 -0.20 0.199
H -1.2202 -3.4631 -0.8299 0.01 0.05 0.27 0.334
H -4.3298 1.1790 -0.5030 0.03 0.16 0.21 0.345
H -6.1094 2.8772 -0.6463 0.04 -0.05 0.29 0.342
H -7.2521 3.6690 1.4432 0.23 -0.27 0.05 0.354
H -6.6967 2.5699 3.6321 0.11 -0.07 -0.32 0.339
H -4.9766 0.7710 3.7098 0.12 0.22 -0.23 0.377
H -1.0162 2.9001 -1.5408 0.28 0.03 0.27 0.380
H -0.0906 3.4596 -0.1018 -0.19 -0.17 -0.43 0.224
H 1.4591 3.2917 -2.0478 0.06 -0.02 -0.01 0.414
H 1.8622 2.0188 -0.8685 -0.16 0.06 -0.22 0.075
H 0.9264 1.6236 -2.3360 0.19 0.07 0.18 0.293
```
Positions in Å, forces in eV/Å.

Calculated values
LUMO energy ... 0.68 eV
Calculated total energy ... -1706.43953 Eh
HOMO-LUMO gap ... 5.30 eV
Max |F| ... 3.49 eV/Å
HOMO energy ... -4.6 eV
Total charge ... -1